(1)
Density functional theory data (the ωB97M-V functional and the def2-TZVPD basis) for a cluster of 4 separate species, C41H60N3O11PS2 in total in a non-equilibrium geometry.

```
118
Properties=species:S:1:pos:R:3
C 5.4998 0.9710 0.5171
C 6.1654 -0.1319 -0.5019
O 5.1966 -0.6877 -1.4953
C 4.1604 -1.4443 -0.7742
C 2.7043 -0.6223 -0.6670
O 1.7559 -1.3798 -1.4442
C 0.6285 -0.5810 -2.0317
O 0.4257 0.7160 -1.5592
C -0.0814 1.1531 -0.3392
N 0.0613 0.3866 0.9321
C 0.7704 2.5745 -0.0159
O 0.0691 3.5994 -0.8593
O 0.6565 3.7225 -2.0153
N -1.5319 1.6949 -0.3412
C -2.0197 1.7042 0.9532
O -2.7581 1.4550 2.0683
N 0.9234 -0.4890 -3.5081
C 0.0021 0.2730 -4.3717
C -0.1510 -0.3232 -5.9356
O -0.6765 1.4009 -4.2006
C 2.3033 -0.0327 -3.8703
C 2.9002 1.5124 -3.6813
O 3.1764 -0.9323 -4.3520
C -0.6202 -1.6979 -1.9182
C -2.1144 -0.9988 -1.9934
C -0.6507 -2.7914 -3.1479
C 0.6787 -3.6744 -3.4225
C 0.8147 -5.0754 -2.5748
C 2.0086 -4.8841 -1.4668
C 2.4675 -6.4112 -1.0091
C 4.0044 -6.4374 -0.4284
O 4.0515 -6.6164 1.0329
C 4.3442 -5.3241 1.6743
C 5.4245 -5.2290 2.9234
O 3.7410 -4.1645 1.3275
O -0.3757 -2.4910 -0.7067
C -1.5214 -3.1924 -0.1723
S -0.8296 -4.8230 0.5610
P -2.4284 -2.3873 1.3057
S -4.3187 -1.9273 0.9083
H 4.7650 1.7226 -0.0291
H 4.8601 0.4095 1.3460
H 6.3650 1.5787 1.0300
H 6.7085 -1.0207 0.0438
H 6.9670 0.4594 -1.1585
H 3.9638 -2.5269 -1.2300
H 4.5516 -1.6471 0.3352
H 2.9691 0.4654 -1.0822
H 2.5099 -0.5166 0.4796
H 0.7486 0.8251 1.6169
H 0.3735 -0.5928 0.8449
H 1.8846 2.5053 -0.3666
H 0.6198 2.9331 1.0893
H -0.1101 3.9351 -2.6554
H -1.2750 -0.5204 -6.1970
H 0.3654 0.4597 -6.6437
H 0.4562 -1.3455 -6.0407
H 4.0791 1.4340 -3.5116
H 2.6872 2.2016 -4.6139
H 2.4855 1.9793 -2.6661
H -2.8529 -1.8525 -2.3826
H -2.2131 -0.1180 -2.7486
H -2.5448 -0.6438 -0.9706
H -0.9754 -2.3189 -4.1959
H -1.5267 -3.5753 -2.9296
H 1.7087 -3.1265 -3.3455
H 0.6074 -4.0157 -4.5675
H 1.2165 -5.9001 -3.3398
H -0.1924 -5.5008 -2.1605
H 1.7509 -4.1768 -0.5713
H 2.9412 -4.4330 -2.0494
H 1.6671 -6.9068 -0.3140
H 2.4834 -7.0692 -2.0048
H 4.6195 -7.3332 -0.9171
H 4.5266 -5.4467 -0.8118
H 5.2725 -6.1295 3.6627
H 6.5366 -5.1053 2.5463
H 5.1522 -4.2436 3.5187
H -2.3426 -3.5458 -0.9218
H -1.9136 -5.6971 0.8562
H -1.8005 -1.2191 1.8568
H -2.5289 -3.3448 2.4169
C -7.0131 3.1205 1.8045
C -7.3614 4.4613 1.9650
C -6.3675 5.4368 2.0392
C -5.0243 5.0721 1.9428
C -4.6762 3.7316 1.7786
C -5.6697 2.7551 1.7138
H -7.7878 2.3602 1.7502
H -8.4083 4.7462 2.0332
H -6.6389 6.4806 2.1710
H -4.2498 5.8326 1.9957
H -3.6294 3.4478 1.7019
H -5.3980 1.7104 1.5913
C 5.7272 5.6880 2.2602
C 6.8577 6.0199 3.0063
C 8.1217 5.6200 2.5739
C 8.2563 4.8959 1.3889
C 7.1261 4.5672 0.6409
C 5.8611 4.9592 1.0783
H 4.7419 5.9969 2.5994
H 6.7533 6.5901 3.9260
H 9.0017 5.8731 3.1589
H 9.2418 4.5884 1.0492
H 7.2313 4.0043 -0.2833
H 4.9804 4.6982 0.4981
C -12.0027 0.6821 4.0138
C -12.3510 2.0229 4.1743
C -11.3571 2.9983 4.2485
C -10.0139 2.6336 4.1521
C -9.6658 1.2932 3.9879
C -10.6594 0.3167 3.9231
H -12.7774 -0.0782 3.9595
H -13.3979 2.3077 4.2425
H -11.6285 4.0422 4.3803
H -9.2394 3.3942 4.2050
H -8.6190 1.0093 3.9112
H -10.3876 -0.7281 3.8006
```

Properties
gap between HOMO and LUMO = 7.85 eV
energy = -3727.1823 a.u.
SMILES = CCOCCO[C@@](O[C@@](N)(COO)N=C=O)(N(C(C)=O)C(C)=O)[C@@](C)(CCCCCCOC(C)=O)O[C@@H](S)[PH2]=S.c1ccccc1.c1ccccc1.c1ccccc1
net charge = 0
LUMO level = -0.613 eV
E_HOMO = -8.463 eV
energy above the lowest of the compared OMol25 structures with the same formula, charge and spin = 1395.42 kJ/mol

Here are the Löwdin charges for atoms 1 to 4, given in e:
1. C -0.1055
2. C -0.2301
3. O -0.2257
4. C -0.1439



(2)
Density functional theory data (the ωB97M-V functional and the def2-TZVPD basis) for a cluster of 2 separate species, C4H9NO in total.

```
15
Properties=species:S:1:pos:R:3
C 2.1594 -1.5464 -0.3787
O 1.6154 -1.4321 0.9104
C -1.7082 0.2582 0.1085
N -0.5154 0.4842 0.2767
C 0.0327 1.8358 0.1995
C -2.9692 -0.0549 -0.0548
H 1.5091 -2.1069 -1.0693
H 3.1053 -2.0897 -0.2927
H 2.3749 -0.5670 -0.8381
H -0.7280 2.5869 -0.0411
H 0.4950 2.0759 1.1604
H 0.8165 1.8503 -0.5627
H -3.6394 -0.0748 0.7968
H -3.3485 -0.3093 -1.0376
H 0.8003 -0.9102 0.8227
```

Properties
gap between HOMO and LUMO = 10.20 eV
energy = -287.7322 a.u.
SMILES = C=C=NC.CO
net charge = 0
LUMO level = 0.809 eV
E_HOMO = -9.392 eV
energy above the lowest of the compared OMol25 structures with the same formula, charge and spin = 263.12 kJ/mol

Here are the Löwdin charges for atoms 1 to 4, given in e:
1. C -0.1955
2. O -0.1411
3. C -0.1849
4. N 0.0010